ORCA calculation (wB97M-V/def2-TZVPD) on a 3-piece molecular cluster, CH7O3 overall.

```
! RIJCOSX wB97M-V def2-TZVPD def2/J DEFGRID3
* xyz -1 1
C -0.5840 0.9211 -0.5082
O -0.6207 -0.3654 -0.0072
H -1.3726 1.5619 -0.0658
H 0.3721 1.4590 -0.3398
H -0.7542 0.9344 -1.6013
H -0.2395 -0.1992 1.5081
H 0.7747 0.5443 2.4034
O 0.0195 -0.0616 2.4936
H 1.5288 -1.9000 -1.2463
H 0.1626 -1.2181 -0.9429
O 0.7132 -1.6765 -1.6936
*
```

Results
Energy relative to the best compared isomer or geometry (same formula, charge and spin), eV: 0.038
Frontier orbital gap, Eh: 0.3065
HOMO energy, eV: -3.844
Calculated total energy, eV: -7293.6852
LUMO, eV: 4.49

ORCA calculation (wB97M-V/def2-TZVPD) on a 2-piece molecular cluster, CH8BrNSi2 overall at a distorted geometry.

```
! RIJCOSX wB97M-V def2-TZVPD def2/J DEFGRID3
* xyz 0 1
C 1.4333 0.5274 -0.7561
N 0.3016 0.1195 -0.0848
Si 0.0645 -1.5778 0.3413
Si -0.7501 1.3516 0.5330
Br 3.0454 0.1247 0.1220
H 1.5282 -0.0446 -2.1960
H 1.4075 1.6294 -0.7927
H 0.3018 -1.6083 1.7905
H -1.3302 -1.7638 -0.2770
H 0.7430 -2.6234 -0.2984
H -0.0153 2.1463 1.4478
H -1.3561 2.1017 -0.5759
H -1.5533 0.3795 1.1277
*
```

Results
Energy relative to the best compared isomer or geometry (same formula, charge and spin), eV: 1.745
Frontier orbital gap, Eh: 0.3611
HOMO energy, eV: -9.155
Calculated total energy, eV: -88452.2492
LUMO, eV: 0.67

ORCA calculation (wB97M-V/def2-TZVPD) on a 3-piece molecular cluster, CH8N2O2 overall at a distorted geometry.

```
! RIJCOSX wB97M-V def2-TZVPD def2/J DEFGRID3
* xyz 0 1
N 1.1507 -0.8924 0.7916
C 1.7203 -0.1366 -0.1644
N 1.1973 0.6737 -1.0019
H 0.2446 -0.6808 1.1980
H 1.7062 -1.5668 1.2600
H 2.7782 -0.3991 -0.2968
H 1.9071 1.2388 -1.4577
H -1.9061 -0.2080 0.4393
H -2.5486 -0.3603 1.8236
O -1.8454 -0.7285 1.2588
H -1.9220 1.4576 -1.7403
H -0.7478 0.7955 -1.0613
O -1.7345 0.8069 -1.0490
*
```

Results
Energy relative to the best compared isomer or geometry (same formula, charge and spin), eV: 0.000
Structure (SMILES): [H]/N=C/N.O.O
Frontier orbital gap, Eh: 0.3796
HOMO energy, eV: -9.396
Calculated total energy, eV: -8242.2564
LUMO, eV: 0.93